(1)
Formula: C4H9NO
Source: the OMol25 dataset
Level of theory: ωB97M-V with the def2-TZVPD basis set

Values from the calculation:
ΔE to the lowest compared entry with this formula, charge and spin ... 2.9837 eV
Multiplicity ... 1
HOMO energy ... -9.68 eV
Structure (SMILES) ... C=CCO.C=N
Orbital gap ... 10.40 eV

Geometry as XYZ:
```
15
C4H9NO ωB97M-V with the def2-TZVPD basis set
C -0.594 -1.181 -1.861
C 0.522 -1.760 -1.427
C 1.415 -1.009 -0.485
O 1.959 -1.855 0.530
H -1.328 -1.760 -2.406
H -0.787 -0.127 -1.711
H 0.802 -2.754 -1.746
H 2.274 -0.571 -1.010
H 0.836 -0.194 -0.052
H 2.232 -1.278 1.243
C -1.763 2.243 1.813
N -1.183 3.260 1.338
H -2.690 1.951 1.325
H -1.410 1.632 2.644
H -0.282 3.403 1.805
```

=====

(2)
Formula: C4H7N3O2
Source: the OMol25 dataset
Level of theory: ωB97M-V with the def2-TZVPD basis set

Values from the calculation:
ΔE to the lowest compared entry with this formula, charge and spin ... 2.4101 eV
Multiplicity ... 1
HOMO energy ... -9.73 eV
Structure (SMILES) ... [H]/N=C(\N)C(=O)NC(C)=O
Orbital gap ... 10.13 eV

Geometry as XYZ:
```
16
C4H7N3O2 ωB97M-V with the def2-TZVPD basis set
H -3.352 -0.077 1.237
N -2.457 -0.383 0.851
C -1.633 0.559 0.619
N -1.772 1.885 0.923
C 0.035 0.032 0.520
O 0.817 0.310 1.368
N 0.060 -0.408 -0.742
C 1.182 -0.817 -1.494
C 2.426 -1.129 -0.708
O 1.047 -1.004 -2.675
H -0.956 2.474 0.943
H -2.527 2.182 1.524
H -1.047 -0.008 -0.856
H 2.206 -1.839 0.090
H 2.800 -0.224 -0.225
H 3.170 -1.553 -1.377
```

=====

(3)
Formula: C4H11N2S
Source: the OMol25 dataset
Level of theory: ωB97M-V with the def2-TZVPD basis set

Values from the calculation:
⟨S²⟩ ... 2.006
ΔE to the lowest compared entry with this formula, charge and spin ... 2.3126 eV
Multiplicity ... 3
Net charge ... +1
HOMO energy (alpha / beta) ... -10.09 / -14.69 eV
Orbital gap (alpha / beta) ... 6.87 / 7.50 eV

Geometry as XYZ:
```
18
C4H11N2S ωB97M-V with the def2-TZVPD basis set
C -0.429 0.677 1.549
C 1.124 -0.900 -2.157
C 0.597 0.019 -1.099
C 0.289 -0.760 0.135
N 0.267 1.734 1.913
N -1.694 0.563 1.646
S -0.910 -1.956 0.155
H 0.194 -1.506 -2.451
H 1.466 -0.448 -3.116
H 2.087 -1.545 -1.922
H 1.319 0.827 -0.684
H -0.319 0.675 -1.292
H 1.164 -1.238 0.594
H 1.191 1.989 1.558
H -0.048 2.172 2.702
H -2.116 -0.306 1.514
H -2.352 1.347 1.752
H -1.830 -1.344 -0.798
```

=====

(4)
Formula: C26H36BrCl6F3N2O10P2
Source: the OMol25 dataset
Level of theory: ωB97M-V with the def2-TZVPD basis set

Values from the calculation:
Multiplicity ... 1
HOMO energy ... -8.40 eV
Structure (SMILES) ... CCN[C@](O)(O[C@](CCCCO)(CCC(F)=C(F)F)OC#N)[C@@H](O[C@](COc1ccccc1)([C@@H](Cl)[C@H](C)Cl)P(O)Br)P(=O)(O)O.ClC(Cl)(Cl)Cl
Orbital gap ... 8.29 eV

Geometry as XYZ:
```
86
C26H36BrCl6F3N2O10P2 ωB97M-V with the def2-TZVPD basis set
C 1.100 0.942 3.485
C 2.187 1.080 2.390
N 1.742 1.727 1.155
C 1.195 0.876 0.127
O 0.807 -0.364 0.644
O 1.894 0.852 -1.099
C 2.997 0.043 -1.284
C 4.231 0.301 -0.430
C 4.986 1.635 -0.694
C 4.285 2.964 -0.379
C 4.544 3.342 1.083
O 3.551 4.216 1.584
C 3.408 0.340 -2.766
C 2.777 -0.601 -3.798
C 1.282 -0.503 -3.904
F 0.638 0.687 -3.794
C 0.512 -1.610 -4.121
F 0.618 -2.296 -5.249
F -0.382 -2.113 -3.290
O 2.539 -1.360 -1.321
C 3.207 -2.216 -0.637
N 3.785 -2.938 0.033
C -0.194 1.456 -0.345
O -1.183 1.283 0.645
C -2.368 0.604 0.273
C -2.138 -0.859 -0.078
O -1.669 -1.571 1.054
C -1.137 -2.801 0.786
C -0.229 -3.287 1.725
C 0.365 -4.534 1.605
C 0.033 -5.335 0.514
C -0.856 -4.847 -0.432
C -1.454 -3.596 -0.310
C -3.292 1.314 -0.731
Cl -2.611 1.207 -2.406
C -4.756 0.771 -0.799
C -5.416 0.877 -2.187
Cl -5.823 1.757 0.263
P -3.296 0.632 1.994
O -2.139 0.299 3.080
Br -4.665 -1.133 2.085
P -0.087 3.171 -1.024
O 0.879 4.042 -0.352
O 0.255 3.119 -2.574
O -1.535 3.878 -0.970
H 0.856 -0.097 3.693
H 1.480 1.361 4.418
H 0.224 1.531 3.228
H 2.944 1.737 2.825
H 2.680 0.119 2.257
H 1.053 2.406 1.442
H 1.549 -0.960 0.793
H 5.004 -0.449 -0.599
H 4.049 0.278 0.647
H 5.429 1.646 -1.688
H 5.840 1.581 -0.012
H 3.237 3.043 -0.651
H 4.802 3.733 -0.958
H 4.702 2.455 1.708
H 5.495 3.893 1.103
H 3.619 4.261 2.541
H 4.482 0.234 -2.888
H 3.138 1.373 -2.973
H 3.202 -0.290 -4.767
H 3.084 -1.635 -3.695
H -0.394 0.816 -1.206
H -1.418 -0.986 -0.896
H -3.059 -1.332 -0.430
H 0.021 -2.667 2.579
H 1.043 -4.848 2.384
H 0.473 -6.319 0.429
H -1.088 -5.493 -1.269
H -2.152 -3.258 -1.062
H -3.392 2.347 -0.411
H -4.817 -0.283 -0.555
H -5.131 0.061 -2.845
H -5.314 1.866 -2.624
H -6.481 0.745 -1.995
H -2.016 -0.657 3.178
H -0.527 2.821 -3.065
H -1.762 4.039 -0.045
Cl -9.574 -2.437 4.138
C -7.887 -2.904 4.374
Cl -7.189 -3.380 2.819
Cl -6.986 -1.540 5.037
Cl -7.803 -4.267 5.494
```

=====

Number 1: electronic energy -287.72280 Ha, F_max 0.94 eV/Å. Number 2: electronic energy -471.31446 Ha, F_max 4.80 eV/Å. Number 3: electronic energy -666.25048 Ha, F_max 3.62 eV/Å. Number 4: electronic energy -8191.63271 Ha, F_max 2.93 eV/Å.